[1]
17
Properties=species:S:1:pos:R:3:forces:R:3:lowdin_charge:R:1 method="wB97M-V/def2-TZVPD" homo_energy_ev="-7.693 / -7.183" charge=0 spin_multiplicity=1 orbital_gap_ev="7.12 / 5.97"
O 1.1209 -1.2804 0.9937 0.33 0.31 -0.42 -0.120
C 2.1694 -0.9873 0.3339 -0.27 -0.19 0.39 -0.413
C 2.3136 0.0290 -0.5813 0.01 0.12 -0.35 -0.030
C -0.0102 0.8550 0.6493 -0.07 0.06 -0.01 0.150
C -0.9581 0.7683 -0.4254 0.32 0.13 0.02 -0.308
C -1.4329 -0.6289 -0.8548 0.07 -0.21 -0.12 -0.091
C -2.3654 0.2264 -0.1090 -0.18 0.02 0.13 -0.096
H 3.0573 -1.6268 0.5113 -0.17 0.11 0.01 0.106
H 3.2936 0.2730 -0.9845 -0.13 -0.09 0.10 0.034
H 1.4610 0.3431 -1.1760 0.06 -0.01 0.18 0.027
H 0.6964 1.6807 0.6842 -0.14 -0.28 -0.05 0.082
H -0.1861 0.3273 1.5728 -0.03 0.00 -0.11 0.087
H -0.8745 1.5011 -1.2235 0.00 -0.13 0.15 0.136
H -1.5816 -0.7544 -1.9240 0.02 0.05 0.20 0.112
H -0.9199 -1.4392 -0.3431 -0.11 0.15 -0.06 0.103
H -3.1837 0.7092 -0.6379 0.20 -0.08 0.08 0.108
H -2.5714 0.0002 0.9324 0.09 0.03 -0.16 0.110



[2]
17
Properties=species:S:1:pos:R:3:forces:R:3:lowdin_charge:R:1 method="wB97M-V/def2-TZVPD" smiles=C[C@H]1C[C@H]2OC[C@@H]12 homo_energy_ev=-9.432 charge=0 spin_multiplicity=1 orbital_gap_ev=10.52
C 1.7362 -0.5562 -0.2847 0.04 -0.04 -0.03 -0.075
C 0.7696 0.3461 0.4624 0.15 0.00 0.04 -0.306
C 0.0667 1.4433 -0.3871 0.03 0.11 -0.07 -0.078
C -1.2929 0.8183 -0.0505 -0.06 0.32 0.11 -0.259
O -1.6779 -0.2124 -0.9774 -0.07 0.00 -0.16 -0.077
C -1.2246 -1.2454 -0.0834 0.10 -0.33 0.09 -0.145
C -0.6177 -0.2249 0.8729 -0.07 -0.04 0.22 -0.163
H 2.0501 -1.4142 0.3208 -0.03 0.12 -0.06 0.081
H 2.6318 0.0088 -0.5643 -0.08 -0.09 0.04 0.079
H 1.2921 -0.9373 -1.2113 0.05 0.06 0.13 0.076
H 1.2715 0.7760 1.3361 -0.07 -0.05 -0.13 0.132
H 0.1922 2.4543 0.0129 -0.03 -0.12 -0.05 0.110
H 0.3103 1.4453 -1.4549 -0.08 -0.01 0.15 0.118
H -2.1294 1.4733 0.2168 0.13 -0.14 -0.02 0.144
H -0.5352 -1.9468 -0.5667 -0.12 0.06 0.02 0.108
H -2.0679 -1.8082 0.3389 0.10 0.12 -0.07 0.118
H -0.8150 -0.3399 1.9414 0.01 0.04 -0.21 0.136



[3]
17
Properties=species:S:1:pos:R:3:forces:R:3:lowdin_charge:R:1 method="wB97M-V/def2-TZVPD" smiles=C[C@H]1C[C@@]2(O)C[C@@H]12 homo_energy_ev=-9.445 charge=0 spin_multiplicity=1 orbital_gap_ev=10.38
C -1.1058 -1.8077 0.4767 -0.11 -0.09 -0.01 -0.058
C -0.5180 -0.7095 -0.4059 -0.07 -0.13 -0.15 -0.312
C -0.9146 0.7842 -0.2370 -0.08 0.09 -0.03 -0.053
C 0.5715 1.1343 -0.3478 -0.08 -0.14 0.14 -0.474
O 1.0793 2.1260 -1.1681 0.06 0.26 0.14 0.037
C 1.3257 0.5429 0.8003 0.05 0.08 0.18 -0.028
C 0.9549 -0.3231 -0.3767 0.10 -0.17 -0.19 -0.150
H -1.8520 -1.4449 1.1942 0.21 0.03 -0.13 0.072
H -0.3542 -2.3822 1.0300 -0.04 0.19 -0.11 0.076
H -1.6143 -2.4894 -0.2037 -0.14 -0.29 0.31 0.065
H -0.7377 -0.9689 -1.4451 0.02 0.05 0.06 0.133
H -1.4002 1.0589 0.7080 0.13 -0.03 -0.13 0.112
H -1.5188 1.1440 -1.0727 0.10 0.05 0.11 0.114
H 1.1058 2.9458 -0.6601 0.04 -0.03 -0.11 0.105
H 2.3801 0.8083 0.8164 -0.16 -0.05 0.02 0.111
H 0.8684 0.4136 1.7817 0.02 0.01 -0.17 0.109
H 1.7201 -0.8170 -0.9673 -0.05 0.15 0.08 0.140



[4]
17
Properties=species:S:1:pos:R:3:forces:R:3:lowdin_charge:R:1 method="wB97M-V/def2-TZVPD" smiles=C1C[C@H](C2CC2)O1 homo_energy_ev=-9.516 charge=0 spin_multiplicity=1 orbital_gap_ev=10.72
C 0.4427 -0.6761 2.0961 0.07 -0.01 0.22 -0.131
C -0.5703 -1.1737 1.1085 0.16 -0.16 -0.11 -0.101
C 0.7727 -0.5417 0.6504 -0.17 -0.04 -0.12 -0.234
C 0.7384 0.6835 -0.2139 0.14 -0.21 0.16 -0.318
C 0.1393 0.4233 -1.6123 0.00 0.01 -0.06 -0.083
C -0.9368 1.4138 -1.1490 -0.29 0.13 -0.29 -0.173
O -0.3365 1.5569 0.1456 -0.07 0.32 0.06 -0.095
H 0.1982 0.1972 2.6837 -0.09 -0.05 0.07 0.107
H 1.0259 -1.4503 2.5679 0.14 0.17 0.44 0.096
H -0.7473 -2.2262 0.9299 0.39 -0.16 0.31 0.087
H -1.5442 -0.6580 1.1783 0.93 0.31 -0.78 0.111
H 1.6817 -1.1262 0.4180 -1.05 -0.37 -0.34 0.148
H 1.7020 1.2171 -0.2559 -0.18 -0.14 0.24 0.147
H 0.7505 0.7328 -2.4635 -0.13 0.01 0.15 0.105
H -0.2124 -0.6016 -1.7616 0.09 0.20 0.07 0.110
H -0.9443 2.3694 -1.6822 -0.07 -0.07 0.00 0.111
H -1.9578 1.0198 -1.0831 0.13 0.07 -0.01 0.113



[5]
17
Properties=species:S:1:pos:R:3:forces:R:3:lowdin_charge:R:1 method="wB97M-V/def2-TZVPD" smiles=CO[C@@H]1[C@@H]2CC[C@@H]21 homo_energy_ev=-8.623 charge=0 spin_multiplicity=1 orbital_gap_ev=9.75
C 2.3553 0.1349 0.6067 1.68 -1.94 -2.32 -0.099
O 0.9822 -0.0044 0.5781 -0.57 1.11 1.87 -0.176
C 0.5232 -0.6454 -0.5406 -2.42 -2.91 2.09 -0.248
C -1.0628 -1.0108 -0.2968 0.13 1.17 -0.44 -0.124
C -1.6311 0.1081 0.5600 -0.29 0.12 0.26 -0.149
C -1.1384 1.1357 -0.4836 -0.20 0.35 -0.08 -0.120
C -0.5303 -0.0001 -1.3031 -0.30 -0.10 -0.94 -0.199
H 2.9417 0.7401 1.2959 -1.25 0.50 0.45 0.091
H 2.6054 0.3917 -0.4286 0.78 0.46 0.14 0.091
H 2.7207 -0.8934 0.7065 0.66 0.01 0.23 0.086
H 0.6560 -1.7542 -0.5842 1.46 0.98 -0.80 0.163
H -1.5629 -1.9629 -0.5132 0.74 0.25 0.18 0.130
H -2.7164 0.0669 0.6387 -0.04 0.06 -0.01 0.104
H -1.2040 0.2246 1.5622 -0.06 -0.17 -0.18 0.105
H -1.9621 1.5896 -1.0310 -0.04 0.05 0.06 0.108
H -0.4656 1.9169 -0.1149 -0.06 -0.19 -0.20 0.110
H -0.5226 -0.0888 -2.3756 -0.21 0.25 -0.30 0.126



[6]
17
Properties=species:S:1:pos:R:3:forces:R:3:lowdin_charge:R:1 method="wB97M-V/def2-TZVPD" homo_energy_ev=-8.493 charge=0 spin_multiplicity=1 orbital_gap_ev=9.37
C 1.4748 -0.5868 -0.3450 0.01 -0.03 -0.02 -0.077
C 0.6811 0.4289 0.4625 0.15 -0.03 0.00 -0.302
C 0.0957 1.6640 -0.2795 0.06 0.09 -0.07 -0.075
C -1.3051 1.2822 0.2110 -0.07 0.26 0.06 -0.233
O -1.9356 0.3679 -0.7303 0.00 -0.19 -0.03 -0.029
C -1.5205 -0.7512 -0.1367 0.00 0.30 0.06 0.030
C -0.7618 0.0429 0.9340 -0.05 -0.17 0.17 -0.202
H 1.6958 -1.4783 0.2517 -0.04 0.13 -0.09 0.076
H 2.4256 -0.1530 -0.6755 -0.13 -0.05 0.05 0.079
H 0.9230 -0.9125 -1.2334 0.07 0.05 0.13 0.072
H 1.2658 0.7511 1.3304 -0.10 -0.04 -0.12 0.135
H 0.4533 2.6237 0.1020 -0.06 -0.13 -0.04 0.114
H 0.1867 1.6542 -1.3701 -0.01 0.00 0.15 0.123
H -2.0065 2.0273 0.5888 0.11 -0.10 -0.05 0.149
H -0.1594 -3.6703 -0.5670 -0.02 0.02 0.00 0.026
H -0.5980 -3.0655 -0.5231 0.06 -0.13 -0.01 -0.021
H -0.9148 -0.2246 1.9801 0.02 0.02 -0.17 0.135



[7]
17
Properties=species:S:1:pos:R:3:forces:R:3:lowdin_charge:R:1 method="wB97M-V/def2-TZVPD" homo_energy_ev=-8.147 charge=0 spin_multiplicity=1 orbital_gap_ev=9.16
C 1.7910 0.5001 -0.7289 -0.08 -0.36 1.17 -0.007
C 0.4437 0.1078 0.1477 2.37 -0.01 -0.12 -0.545
C 0.1609 -1.3827 0.3736 0.28 0.04 0.14 -0.086
C -1.3315 -1.1356 0.0152 0.27 0.06 -0.27 -0.120
C -0.9578 0.2946 -0.5261 0.82 0.20 -0.38 -0.141
C -1.1195 1.3772 0.5581 0.19 0.14 -0.11 -0.115
O 0.2003 1.0796 1.1336 0.07 0.03 0.44 -0.051
H 2.5123 0.3781 0.0618 0.86 0.09 0.02 0.074
H 2.0644 -0.1642 -1.5763 -0.54 0.08 0.67 0.090
H 1.8537 1.5464 -1.0988 -0.51 -0.53 0.48 0.094
H 0.6720 -1.9857 -0.3848 -0.03 0.09 0.18 0.114
H 0.4185 -1.7539 1.3668 -0.09 -0.08 -0.06 0.114
H -1.9682 -1.1258 0.9217 0.27 0.41 -0.50 0.111
H -1.7908 -1.8552 -0.6729 0.22 0.22 0.03 0.092
H 0.1282 0.4728 -1.1420 -4.45 -0.04 -1.19 0.150
H -1.9104 1.2214 1.3164 0.24 -0.16 -0.50 0.118
H -1.1668 2.4252 0.2352 0.11 -0.18 0.00 0.107